# 1
{
  "formula": "C9H32N10O7",
  "method": "the ωB97M-V functional and the def2-TZVPD basis",
  "species": ["O", "O", "O", "O", "O", "O", "O", "N", "N", "N", "N", "N", "N", "N", "N", "N", "N", "C", "C", "C", "C", "C", "C", "C", "C", "C", "H", "H", "H", "H", "H", "H", "H", "H", "H", "H", "H", "H", "H", "H", "H", "H", "H", "H", "H", "H", "H", "H", "H", "H", "H", "H", "H", "H", "H", "H", "H", "H"],
  "coordinates": [[2.111471, 16.541547, -16.140467], [7.815952, 19.732564, -23.414193], [2.602808, 20.432925, -21.789813], [-2.359101, 20.619778, -20.281422], [0.540092, 20.186694, -17.269388], [1.037067, 20.619840, -25.493181], [1.597597, 23.048085, -22.410774], [0.504684, 19.484579, -23.613873], [-1.053397, 21.318271, -16.095693], [0.362694, 16.948148, -17.538895], [0.565224, 14.927737, -16.474846], [5.756343, 20.561345, -22.820644], [3.004626, 20.668878, -19.574266], [6.638052, 18.709723, -21.786786], [-0.553558, 18.948762, -25.589898], [0.086768, 19.589346, -15.128891], [0.974028, 19.905563, -20.282438], [-3.752923, 21.964142, -21.707551], [2.101461, 23.713489, -24.699220], [2.235290, 24.015366, -23.205146], [6.801115, 19.682659, -22.711933], [-0.091066, 20.373518, -16.232809], [0.361858, 19.740581, -24.972866], [-2.389176, 21.838508, -21.009643], [2.228742, 20.287797, -20.615298], [1.080511, 16.171966, -16.702244], [-1.706425, 21.401185, -15.340717], [0.707721, 17.837981, -17.857712], [-4.606720, 22.318263, -21.131782], [-1.119023, 18.330085, -25.049584], [-1.657666, 21.775708, -21.824902], [5.746828, 18.617030, -21.330178], [1.268620, 19.911430, -23.099815], [-0.305702, 19.841971, -14.242088], [7.364377, 18.089701, -21.497322], [2.786731, 20.814286, -18.604784], [0.309147, 19.806122, -21.028733], [-0.559348, 16.709125, -17.849922], [0.617296, 18.734601, -15.142445], [3.899094, 21.056943, -19.830897], [-1.289759, 21.902477, -16.878403], [-3.618160, 22.684895, -22.523525], [3.291951, 24.156801, -22.925568], [1.074083, 23.598720, -25.035681], [1.008622, 14.295719, -15.839196], [-0.017692, 18.722891, -23.225132], [2.531542, 22.720229, -24.867181], [1.883383, 25.000785, -22.882143], [-0.073646, 14.546274, -17.148430], [0.684845, 19.897257, -19.322530], [-1.981860, 20.768938, -19.408295], [2.714032, 24.375292, -25.311470], [-0.741838, 19.098233, -26.563325], [5.662111, 21.180314, -23.601400], [-2.163987, 22.779996, -20.502353], [-4.005447, 21.024741, -22.199217], [4.896124, 20.323733, -22.350697], [1.932785, 22.164833, -22.624802]],
  "atomic_forces_ev_per_a": [[-0.617, 0.173, -0.330], [-0.821, 0.302, 0.683], [0.225, -0.662, 0.288], [0.247, 0.210, 0.799], [-0.139, 0.209, -0.305], [-0.612, -0.629, -0.406], [-0.272, -0.092, 0.296], [-0.640, -0.026, -0.806], [-0.444, 0.948, -0.468], [-0.553, 0.511, -0.778], [-0.817, -0.087, -0.446], [-0.385, -0.311, 0.776], [1.650, 0.137, -0.067], [-1.181, -0.241, 0.944], [0.084, 0.135, -0.392], [-0.107, 0.139, 0.249], [0.241, -0.492, -0.446], [0.485, 0.371, -0.682], [0.640, -0.610, 0.494], [0.541, 0.666, -0.189], [1.541, 0.195, -1.820], [0.057, -1.162, 0.528], [1.209, 0.874, 1.449], [-0.851, 0.139, -1.602], [-0.829, 1.382, 0.246], [1.366, -0.201, 1.136], [0.207, -0.406, 0.323], [0.267, 0.016, 0.349], [0.194, -0.191, 0.412], [-0.232, -0.178, -0.099], [0.124, -0.052, 0.206], [0.136, -0.069, 0.126], [0.035, -0.190, -0.108], [-0.135, 0.071, -0.006], [0.352, 0.061, -0.335], [-0.830, -0.400, -0.081], [-0.151, 0.039, 0.140], [-0.029, -0.219, 0.044], [0.317, 0.140, -0.442], [-0.106, -0.068, -0.161], [0.385, -0.078, -0.140], [-0.095, 0.010, 0.083], [0.193, -0.685, -0.215], [-0.081, 0.463, -0.003], [0.323, 0.117, 0.018], [0.229, -0.121, 0.281], [-0.008, -0.026, 0.048], [-0.785, -0.162, -0.356], [-0.032, -0.178, 0.104], [-0.195, 0.147, 0.237], [0.024, -0.031, -0.113], [-0.360, 0.319, -0.042], [-0.061, 0.014, 0.036], [0.367, -0.116, -0.243], [0.064, -0.418, 0.695], [-0.045, -0.101, 0.177], [-0.197, 0.205, -0.141], [0.105, 0.208, 0.056]],
  "multiplicity": 1,
  "smiles": "NC(N)=O.NC(N)=O.NC(N)=O.NC(N)=O.NC(N)=O.CCO.CCO"
}

***

# 2
{
  "formula": "C9H32O7",
  "method": "the ωB97M-V functional and the def2-TZVPD basis",
  "species": ["O", "O", "O", "O", "O", "O", "O", "C", "C", "C", "C", "C", "C", "C", "C", "C", "H", "H", "H", "H", "H", "H", "H", "H", "H", "H", "H", "H", "H", "H", "H", "H", "H", "H", "H", "H", "H", "H", "H", "H", "H", "H", "H", "H", "H", "H", "H", "H"],
  "coordinates": [[-4.026863, 3.472695, 0.901079], [6.015402, 0.565816, -2.848784], [1.858622, 0.793031, -0.025571], [1.253749, -3.213147, 2.765396], [-1.820516, -3.088427, 2.230849], [-3.773334, -4.328939, 0.576261], [2.900304, 3.675273, -0.845618], [-4.196783, -3.395800, -0.380699], [-2.282676, -1.796621, 2.640038], [0.926558, 0.308257, -0.983829], [-3.013289, -2.769547, -1.069986], [-3.942473, 2.364590, 0.007825], [5.213895, 1.599275, -2.320043], [1.523297, -2.513445, 1.548292], [3.616498, 4.913558, -0.791748], [-0.463744, 0.519145, -0.478005], [4.056826, 4.998019, 0.201420], [-1.382706, 0.260281, -1.002721], [0.875240, -1.648665, 1.387974], [-0.572579, 1.603467, -0.345798], [4.389246, 4.835090, -1.554218], [1.131873, -0.729391, -1.271419], [1.098041, 0.831416, -1.931033], [4.154495, 1.350805, -2.321091], [-3.035363, -3.982360, 1.105099], [-2.327519, -2.226466, -0.415339], [-2.352044, -3.444125, -1.621315], [-4.865314, 2.226455, -0.548453], [2.572608, -2.220983, 1.499100], [-2.979482, -1.441824, 1.883607], [-4.835606, -4.007578, -1.024453], [2.975687, 5.747693, -1.079212], [-3.653602, 1.448956, 0.527494], [-2.893965, -1.786266, 3.547904], [5.455910, 1.699708, -1.252761], [6.906160, 0.690403, -2.515580], [-1.032704, -3.365738, 2.711986], [1.361407, -3.074768, 0.626881], [1.721730, -2.746739, 3.462170], [-4.762139, -2.579889, 0.101598], [-3.159135, 2.527899, -0.739263], [-1.400201, -1.193963, 2.849205], [-0.570840, 0.138782, 0.542153], [2.127482, 3.709139, -0.274312], [-3.345844, 3.355603, 1.567520], [-3.324891, -2.046097, -1.834229], [5.393097, 2.591871, -2.742877], [2.485488, 1.373548, -0.465495]],
  "atomic_forces_ev_per_a": [[-0.260, -0.280, -0.204], [-0.255, -0.080, -0.512], [-0.147, -0.187, 0.234], [-0.338, -0.071, -0.598], [-0.602, 0.085, -0.026], [0.161, -0.564, 0.691], [-0.109, -0.229, -0.247], [0.510, -0.099, 0.513], [0.252, -0.683, 0.477], [0.433, -0.348, -1.459], [0.619, 0.629, -1.386], [0.826, 0.081, -0.161], [0.362, 0.312, 1.570], [0.275, 0.470, -0.568], [-0.247, -0.754, -0.192], [-0.788, 1.420, 1.324], [0.093, 0.515, -0.085], [0.558, -0.628, -0.637], [0.120, 0.245, 0.490], [0.024, 0.029, 0.053], [0.144, 0.022, 0.163], [0.033, -0.173, 0.546], [-0.281, 0.221, 0.041], [0.080, -0.158, -0.585], [-0.147, 0.066, -0.069], [-0.330, -0.033, 0.418], [-0.333, -0.469, 0.195], [-0.231, 0.098, 0.345], [-0.038, 0.270, 0.112], [0.525, 0.315, -0.371], [-0.038, 0.637, -0.297], [0.018, 0.135, 0.328], [-0.342, -0.126, 0.072], [0.169, -0.511, 0.217], [-0.136, 0.145, 0.028], [0.045, -0.028, -0.049], [0.110, 0.236, 0.089], [-0.173, -0.861, 0.541], [-0.025, -0.029, 0.028], [-0.263, -0.235, -0.223], [0.027, 0.132, -0.060], [-0.243, 0.614, -0.406], [0.116, -0.274, -0.079], [0.053, 0.159, 0.056], [-0.006, 0.075, 0.006], [-0.187, 0.041, 0.151], [-0.123, -0.180, -0.447], [0.086, 0.049, -0.026]],
  "multiplicity": 1,
  "smiles": "CCO.CCO.CO.CO.CO.CO.CO"
}

***

# 3
{
  "formula": "C9H32O9",
  "method": "the ωB97M-V functional and the def2-TZVPD basis",
  "species": ["O", "O", "O", "O", "O", "O", "O", "O", "O", "C", "C", "C", "C", "C", "C", "C", "C", "C", "H", "H", "H", "H", "H", "H", "H", "H", "H", "H", "H", "H", "H", "H", "H", "H", "H", "H", "H", "H", "H", "H", "H", "H", "H", "H", "H", "H", "H", "H", "H", "H"],
  "coordinates": [[14.872030, 8.146110, -16.901610], [14.421670, 14.232720, -16.151810], [11.679790, 10.624260, -17.519540], [14.040690, 14.953590, -19.273860], [17.530740, 17.774500, -16.250900], [9.003760, 8.994280, -17.361060], [8.041360, 12.729400, -15.614230], [18.685920, 12.429070, -17.620770], [14.550250, 11.297410, -17.651630], [9.518790, 12.664620, -15.615130], [15.375190, 9.329160, -16.396710], [9.986440, 8.829560, -18.363160], [11.373570, 9.204150, -17.820950], [13.106700, 15.959380, -18.963270], [15.584410, 10.457300, -17.458960], [13.044870, 13.918390, -15.977060], [17.630280, 13.386180, -17.491690], [17.515670, 16.562770, -15.577310], [15.909470, 10.023470, -18.404590], [9.963520, 13.540610, -16.087310], [8.989740, 9.872320, -16.973170], [10.003960, 7.771190, -18.623270], [13.626720, 16.883770, -18.711890], [12.551310, 15.798660, -18.039260], [16.331230, 9.070540, -15.941520], [12.499870, 13.373590, -16.747940], [12.873950, 13.423760, -15.020900], [16.369600, 11.112640, -17.081960], [12.161440, 8.908940, -18.513930], [17.810150, 16.657440, -14.532120], [12.383220, 16.161940, -19.752980], [14.891380, 12.113820, -17.279200], [14.760540, 9.626750, -15.547150], [18.242740, 15.993640, -16.156580], [11.677060, 8.654570, -16.929900], [12.632810, 10.728900, -17.470440], [16.511600, 16.148710, -15.669510], [7.624460, 13.546050, -15.898620], [18.058320, 14.362370, -17.719610], [9.978840, 11.701280, -15.835200], [14.945440, 7.518780, -16.178640], [17.008780, 13.426620, -16.597150], [9.704710, 12.822680, -14.552790], [18.352790, 18.265880, -16.317070], [16.845840, 13.417340, -18.247850], [13.660050, 14.101290, -19.498130], [14.437930, 14.778680, -16.941280], [12.482330, 14.851870, -15.961040], [9.647520, 9.339190, -19.265110], [19.293790, 12.547080, -16.887170]],
  "atomic_forces_ev_per_a": [[-1.154, -0.997, -1.038], [-0.586, -1.049, -0.309], [-2.845, -2.327, -0.794], [0.753, -0.039, 0.357], [-1.456, 2.099, -0.733], [0.007, -0.716, 0.142], [1.309, -1.636, -0.490], [-1.436, -0.295, -0.049], [-3.429, 1.605, -0.294], [-2.004, 1.997, 1.814], [1.124, 1.138, 0.402], [-0.519, 1.036, 1.397], [0.151, 1.433, -1.274], [-0.578, 0.603, 0.409], [2.673, -2.534, 1.435], [-0.669, 1.047, 0.659], [0.303, 1.420, -0.679], [1.256, -0.120, -0.545], [0.083, -0.238, 0.018], [0.060, -0.403, -0.575], [-0.049, 0.288, -0.257], [0.280, -0.082, 0.228], [0.415, -0.081, -0.557], [-0.277, -0.614, 0.094], [0.483, 0.533, -0.125], [0.688, -0.603, -0.540], [0.333, -0.036, -0.042], [0.733, -0.730, -0.034], [0.583, -0.061, -0.293], [-0.056, -0.178, 0.124], [0.118, -0.060, -0.151], [-0.932, 0.826, -0.012], [-0.276, 0.801, -0.001], [-0.092, -1.120, 0.685], [0.015, -0.208, 0.721], [2.432, 0.438, 0.257], [0.120, -0.042, 0.086], [0.707, 0.274, -0.252], [0.035, 0.337, 0.693], [-0.579, -0.091, -0.660], [-0.094, -0.412, -0.204], [0.720, -0.292, 0.749], [0.608, -0.180, 0.170], [0.215, -0.599, 0.441], [0.318, -1.325, -0.807], [-0.435, 0.227, -0.051], [0.412, 0.210, -0.391], [-0.120, 0.201, 0.399], [0.674, 0.419, -0.185], [-0.022, 0.137, 0.061]],
  "multiplicity": 2,
  "charge": 1
}

***

Looking at relative energy (zero: lowest compared OMol25 entry of this formula, charge and spin) for the records above, in order, we have 0.0000 4.1179 1.8030 eV.
Looking at maximum force for the records above, in order, we have 2.4 2.1 4.0 eV/Å.